Density functional theory data (wB97M-V/def2-TZVPD) for 2 unconnected molecules or ions with the total composition C4H15N3O at a distorted geometry.

Results
SMILES: NCCNCCN.O
Frontier orbital gap in eV: 9.189
ΔE to the lowest compared entry with this formula, charge and spin in kJ/mol: 129.7

```
23
C4H15N3O, DFT wB97M-V/def2-TZVPD
O -1.4978 -1.6422 1.5981
N 0.4664 1.2474 -0.9427
N -0.9659 -1.7399 -1.3061
N 1.1455 -0.1996 1.9114
C -0.8630 0.7172 -0.7562
C -1.2454 -0.3793 -1.7560
C 1.9116 0.7114 1.0789
C 1.2132 1.7436 0.2256
H 2.6449 1.1875 1.7439
H -2.0238 -1.5236 0.7996
H -1.0404 -2.4875 1.5894
H -1.6186 1.4968 -0.7739
H 0.8456 0.2799 2.7527
H -2.3243 -0.3044 -1.8643
H 1.0618 0.5601 -1.3900
H -1.4682 -2.4088 -1.8625
H -0.6993 -0.1324 -2.6741
H -0.0135 -1.9618 -1.0748
H 2.6214 0.1561 0.4757
H 1.9979 2.3811 -0.2087
H -1.0538 0.3197 0.2233
H 0.2860 -0.5574 1.5174
H 0.6195 2.5360 0.6932
```